1.
The following is a quantum chemistry calculation of a molecular structure, C6H10F18O23S6Zn in a non-equilibrium geometry, from OMol25.

XYZ file:
```
64
Properties=species:S:1:pos:R:3:mulliken_charge:R:1
Zn 1.846 -2.156 -0.320 0.89
C 4.848 -0.012 -3.103 0.51
F 4.143 0.893 -3.771 -0.24
F 4.608 -1.174 -3.728 -0.25
F 6.165 0.241 -3.199 -0.24
S 4.320 0.007 -1.241 1.02
O 3.324 -1.057 -1.135 -0.34
O 5.560 -0.261 -0.538 -0.68
O 3.718 1.312 -1.060 -0.67
C 1.107 -3.584 -4.542 0.45
F 0.322 -3.878 -5.578 -0.23
F 1.215 -4.700 -3.802 -0.25
F 2.315 -3.185 -4.948 -0.21
S 0.200 -2.269 -3.466 0.91
O -1.078 -2.859 -3.143 -0.65
O 1.090 -2.220 -2.286 -0.49
O 0.149 -1.035 -4.211 -0.66
C -1.784 -3.935 2.001 0.53
F -2.054 -2.633 2.109 -0.20
F -1.131 -4.330 3.086 -0.24
F -2.912 -4.621 1.850 -0.23
S -0.683 -4.293 0.481 0.98
O -1.613 -4.411 -0.624 -0.65
O 0.236 -3.137 0.303 -0.11
O -0.057 -5.560 0.873 -0.75
C 2.066 -1.366 4.140 0.48
F 2.034 -2.643 4.547 -0.24
F 0.887 -0.891 3.846 -0.16
F 2.668 -0.727 5.162 -0.24
S 3.184 -1.239 2.598 1.05
O 4.462 -1.855 2.973 -0.68
O 2.453 -2.058 1.604 -0.46
O 3.345 0.148 2.232 -0.62
C -0.609 1.096 1.527 0.02
F -1.482 2.118 1.514 -0.15
F 0.524 1.601 2.009 -0.21
F -1.057 0.084 2.278 -0.07
S -0.256 0.496 -0.229 0.21
O -1.523 -0.073 -0.666 -0.62
O 0.108 1.722 -0.930 -0.53
O 0.863 -0.456 -0.112 0.72
C -3.965 3.632 0.081 0.57
F -3.996 3.087 1.295 -0.19
F -2.760 4.054 -0.290 -0.19
F -4.285 2.744 -0.862 -0.25
S -5.165 5.161 0.046 1.17
O -4.469 6.137 -0.833 -0.72
O -6.421 4.723 -0.523 -0.70
O -5.264 5.633 1.407 -0.69
O -2.710 -0.082 4.588 -0.70
H -2.214 -0.097 3.755 0.44
H -2.104 0.320 5.217 0.29
O -1.175 4.744 2.246 -0.59
H -1.431 4.896 3.160 0.25
H -1.215 3.780 2.138 0.37
O 1.283 4.325 0.099 -0.68
H 1.077 3.511 -0.388 0.33
H 0.450 4.807 0.120 0.31
O 1.105 1.550 -3.739 -0.65
H 1.951 1.991 -3.665 0.26
H 0.814 1.478 -2.815 0.36
O -3.682 -1.543 -1.302 -0.67
H -4.436 -1.004 -1.044 0.25
H -2.910 -0.944 -1.192 0.70
```

Calculated values
Maximum force (hartree/bohr): 0.061
HOMO energy (eV): -0.536
Energy relative to the best compared isomer or geometry (same formula, charge and spin) (eV): 0.000
DFT total energy (eV): -215823.0942
Charge: -4
M (u): 1049.88



2.
The following is a quantum chemistry calculation of C6H10F9O4PS in the gas phase, from OMol25.

XYZ file:
```
31
Properties=species:S:1:pos:R:3:mulliken_charge:R:1
O 2.688 -1.317 -1.686 -0.67
P 2.948 -0.967 -0.284 0.75
O 4.422 -0.465 0.031 -0.53
O 2.837 -2.128 0.784 -0.53
O 1.960 0.124 0.303 0.11
C 2.173 1.514 0.027 -0.62
C 0.840 2.252 -0.009 -0.76
C -0.255 1.521 -0.828 -0.61
C -1.616 1.430 -0.129 -1.19
C -1.780 0.493 1.060 0.95
F -0.629 0.195 1.681 -0.24
F -2.549 1.139 1.988 -0.36
C -2.597 -0.831 0.870 0.43
F -3.805 -0.480 0.451 -0.26
F -2.717 -1.410 2.050 -0.28
S -1.953 -2.147 -0.348 1.42
F -1.632 -3.181 0.803 -0.31
F -3.409 -2.748 -0.480 -0.33
F -2.241 -1.131 -1.536 -0.31
F -0.478 -1.588 -0.222 -0.32
F -1.443 -3.189 -1.404 -0.29
H 4.788 -0.022 -0.746 0.37
H 1.982 -2.573 0.709 0.38
H 2.696 1.649 -0.924 0.46
H 2.811 1.918 0.813 0.29
H 1.044 3.210 -0.483 0.37
H 0.490 2.407 1.009 0.38
H -0.444 2.113 -1.725 0.53
H 0.108 0.565 -1.181 0.30
H -1.846 2.421 0.266 0.48
H -2.393 1.226 -0.860 0.40
```

Calculated values
Maximum force (hartree/bohr): 0.013
HOMO energy (eV): -10.764
DFT total energy (eV): -59157.5375
SMILES string: O=P(O)(O)OCCCCC(F)(F)C(F)(F)S(F)(F)(F)(F)F
M (u): 380.16



3.
The following is a quantum chemistry calculation of C6H10FN in the gas phase in a non-equilibrium geometry, from OMol25.

XYZ file:
```
18
Properties=species:S:1:pos:R:3:mulliken_charge:R:1
C -1.465 -1.229 -0.053 -1.97
C -0.454 -0.090 0.005 1.61
C -1.212 1.248 -0.007 -0.65
C 1.780 0.239 -0.690 -0.68
C 1.742 0.036 0.793 -0.19
C 0.493 -0.150 1.194 -0.86
H -0.978 -2.196 0.028 0.46
H -2.017 -1.187 -0.960 0.46
H -2.157 -1.172 0.804 0.42
H -1.809 1.302 -0.894 0.37
H -1.847 1.306 0.910 0.30
H 0.466 -1.078 -1.500 0.34
H 2.579 -0.346 -1.186 0.35
H 1.998 1.317 -0.924 0.22
H 2.639 0.104 1.435 0.39
H 0.119 -0.290 2.219 0.37
N 0.439 -0.117 -1.168 -0.63
F -0.317 2.304 -0.006 -0.31
```

Calculated values
Maximum force (hartree/bohr): 0.028
HOMO energy (eV): -9.099
Energy relative to the best compared isomer or geometry (same formula, charge and spin) (eV): 0.055
DFT total energy (eV): -10591.0148
SMILES string: C[C@@]1(CF)C=CCN1
M (u): 115.15



4.
The following is a quantum chemistry calculation of C6H10FNO2 in the gas phase in a non-equilibrium geometry, from OMol25.

XYZ file:
```
20
Properties=species:S:1:pos:R:3:mulliken_charge:R:1
C -2.219 0.644 0.363 0.07
C 0.779 -1.370 0.105 -0.49
C -0.659 -1.526 0.573 -0.64
C 1.424 -0.025 0.596 -0.92
C -1.640 -0.587 -0.124 1.02
C 0.882 1.646 -1.159 -1.02
N 0.646 1.075 0.203 -0.07
O -2.962 -0.479 0.423 -0.46
O -2.482 1.777 0.506 -0.49
F -1.732 -0.760 -1.489 -0.33
H 1.095 -2.279 0.661 0.30
H 1.052 -1.448 -0.896 0.38
H -0.944 -2.587 0.442 0.35
H -0.604 -1.373 1.663 0.34
H 1.354 -0.110 1.653 0.48
H 2.561 -0.018 0.386 0.26
H 0.460 1.079 -2.000 0.29
H 0.290 2.582 -1.330 0.34
H 1.910 1.943 -1.436 0.36
H 0.789 1.815 0.861 0.23
```

Calculated values
Maximum force (hartree/bohr): 0.060
HOMO energy (eV): -9.267
Energy relative to the best compared isomer or geometry (same formula, charge and spin) (eV): 2.250
DFT total energy (eV): -14684.4412
SMILES string: CNCCC[C@@]1(F)OC1=O
M (u): 147.15



5.
The following is a quantum chemistry calculation of a molecular structure, C6H10HgO6 in a non-equilibrium geometry, from OMol25.

XYZ file:
```
23
Properties=species:S:1:pos:R:3:mulliken_spin:R:1
O 0.814 1.991 0.791 0.00
C 1.687 1.198 0.550 0.01
O 1.619 -0.132 0.533 0.01
C 0.695 -0.788 1.445 -0.01
C 0.354 -2.172 0.937 0.01
C -0.227 -2.292 -0.482 0.01
C -0.963 -1.092 -1.040 -0.01
O -2.002 -0.691 -0.135 0.00
C -2.543 0.498 -0.339 0.00
O -2.292 1.245 -1.253 0.00
O -3.411 0.742 0.635 0.00
H -0.182 -0.138 1.526 0.00
H 1.201 -0.849 2.415 0.00
H -0.368 -2.558 1.670 0.00
H 1.243 -2.815 1.010 0.00
H -0.885 -3.172 -0.513 0.00
H 0.580 -2.500 -1.200 0.00
H -1.417 -1.344 -2.007 0.00
H -0.293 -0.237 -1.195 0.00
H -3.848 1.586 0.469 0.00
Hg 3.439 -0.449 -0.768 0.99
O 2.539 1.501 -0.438 -0.02
H 2.178 2.422 -0.749 0.01
```

Calculated values
Maximum force (hartree/bohr): 0.102
HOMO energy (spin up / spin down) (eV): -13.699 / -13.699
Energy relative to the best compared isomer or geometry (same formula, charge and spin) (eV): 0.433
DFT total energy (eV): -22835.2960
Charge: +1
Expectation value of S²: 0.75
Spin multiplicity: 2
M (u): 378.73